Formula: C12H16N5O2
Source: OMol25
Level of theory: ωB97M-V/def2-TZVPD

ORCA input file:
```
! wB97M-V def2-TZVPD RIJCOSX def2/J DEFGRID3
* xyz 1 1
C 4.188 -1.527 0.075
C 3.724 -0.545 1.109
O 4.077 -0.589 2.230
O 2.807 0.411 0.756
C 2.879 0.953 -0.570
C 1.812 0.386 -1.484
C 0.415 0.958 -1.222
C 0.122 1.128 0.257
N -1.143 1.821 0.487
N -1.292 3.090 0.679
N -2.564 3.347 0.830
C -3.213 2.194 0.732
N -2.340 1.220 0.519
C -2.644 -0.173 0.329
C -2.472 -1.094 1.357
C -2.834 -2.400 1.059
C -3.333 -2.732 -0.198
N -3.471 -1.838 -1.183
C -3.124 -0.587 -0.907
H 4.611 -2.362 0.617
H 3.364 -1.891 -0.527
H 4.962 -1.105 -0.557
H 3.878 0.845 -0.979
H 2.722 2.024 -0.458
H 2.090 0.631 -2.506
H 1.796 -0.697 -1.419
H -0.312 0.266 -1.647
H 0.278 1.888 -1.766
H 0.117 0.189 0.798
H 0.870 1.742 0.744
H -4.269 2.026 0.809
H -2.101 -0.810 2.329
H -2.741 -3.166 1.812
H -3.626 -3.749 -0.406
H -3.231 0.149 -1.697
*
```

Kohn-Sham gap   8.9 eV
Energy   -24240.421 eV
E_HOMO   -13.01 eV
Structure (SMILES)   CC(=O)OCCCCn1nnc[n+]1-c1cccnc1

natural (NBO) charges, unit e, in atom order: atom 1 (C): -0.747, atom 2 (C): 0.796, atom 3 (O): -0.519, atom 4 (O): -0.552, atom 5 (C): -0.087, atom 6 (C): -0.426, atom 7 (C): -0.413, atom 8 (C): -0.249, atom 9 (N): 0.091, atom 10 (N): 0.073, atom 11 (N): -0.205, atom 12 (C): 0.225, atom 13 (N): -0.125, atom 14 (C): 0.014, atom 15 (C): -0.159, atom 16 (C): -0.229, atom 17 (C): 0.082, atom 18 (N): -0.364, atom 19 (C): 0.046, atom 20 (H): 0.262, atom 21 (H): 0.220, atom 22 (H): 0.246, atom 23 (H): 0.208, atom 24 (H): 0.195, atom 25 (H): 0.240, atom 26 (H): 0.216, atom 27 (H): 0.218, atom 28 (H): 0.228, atom 29 (H): 0.248, atom 30 (H): 0.272, atom 31 (H): 0.261, atom 32 (H): 0.248, atom 33 (H): 0.248, atom 34 (H): 0.225, atom 35 (H): 0.213